[1]
C22H26N2O in the gas phase, computed with ωB97M-V with the def2-TZVPD basis set.

Last column: Mulliken charge in e.
Cartesian coordinates (Å):
C1 -0.481 4.995 -0.551  -1.06
C2 -1.305 4.582 0.671  -1.06
C3 -0.637 3.462 1.416  0.65
C4 0.127 3.679 2.548  -0.63
C5 0.781 2.641 3.214  -1.00
C6 0.699 1.339 2.774  -0.54
C7 -0.066 1.082 1.639  -0.75
C8 -0.356 -0.114 0.894  1.23
C9 0.138 -1.445 1.222  0.15
O1 0.551 -1.741 2.326  -0.65
C10 0.155 -2.463 0.068  0.51
N1 0.914 -2.026 -1.088  -0.43
C11 2.362 -2.031 -0.981  0.09
C12 2.931 -2.061 -2.400  -1.68
C13 2.964 -0.879 -0.149  -0.46
C14 2.735 0.513 -0.728  -1.23
C15 -1.264 -2.824 -0.320  -0.46
C16 -1.613 -3.022 -1.649  -0.16
C17 -2.913 -3.353 -1.990  -0.73
C18 -3.877 -3.492 -1.007  -0.41
C19 -3.533 -3.307 0.322  -0.82
C20 -2.234 -2.976 0.664  -0.19
C21 -1.160 0.271 -0.156  -0.66
N2 -1.376 1.609 -0.106  0.06
C22 -0.717 2.142 0.975  -0.18
H1 -0.976 5.798 -1.092  0.36
H2 -0.341 4.154 -1.228  0.32
H3 0.501 5.342 -0.239  0.31
H4 -1.417 5.442 1.333  0.43
H5 -2.305 4.276 0.352  0.33
H6 0.218 4.686 2.930  0.41
H7 1.363 2.873 4.094  0.41
H8 1.199 0.532 3.285  0.60
H9 0.642 -3.368 0.457  0.47
H10 0.590 -1.120 -1.406  0.56
H11 2.636 -2.970 -0.483  0.46
H12 2.596 -1.196 -2.966  0.38
H13 2.586 -2.955 -2.913  0.41
H14 4.017 -2.067 -2.374  0.40
H15 4.038 -1.054 -0.055  0.53
H16 2.540 -0.919 0.856  0.17
H17 3.109 1.265 -0.035  0.36
H18 1.676 0.708 -0.883  0.19
H19 3.255 0.635 -1.675  0.40
H20 -0.853 -2.922 -2.409  0.44
H21 -3.173 -3.506 -3.028  0.40
H22 -4.892 -3.748 -1.274  0.40
H23 -4.278 -3.421 1.095  0.40
H24 -1.969 -2.838 1.702  0.47
H25 -1.623 -0.332 -0.914  0.55
H26 -1.966 2.124 -0.737  0.27

The calculation puts the max |F| at 0.8 eV Å⁻¹. The calculation puts the LUMO energy at 0.6 eV. As for the HOMO-LUMO gap: 8.71 eV. As for the total energy: -1038.70378 Eh. The HOMO energy comes out at -8.15 eV. Its SMILES is CCc1cccc2c(C(=O)[C@H](N[C@@H](C)CC)c3ccccc3)c[nH]c12. For the energy above the lowest of the compared OMol25 structures with the same formula, charge and spin, the calculation gives 106.0 kJ/mol. The net charge is 0.

***

[2]
C22H26N2O3S in the gas phase, computed with ωB97M-V with the def2-TZVPD basis set.

Last column: Mulliken charge in e.
Cartesian coordinates (Å):
C1 -5.294 -0.924 -2.113  -0.91
C2 -4.854 -0.092 -1.187  -0.26
C3 -3.478 0.486 -1.173  -0.75
C4 -2.594 -0.012 -0.008  0.34
C5 -3.053 0.533 1.355  -0.94
C6 -4.343 -0.033 1.854  -0.21
C7 -5.316 0.697 2.368  -0.85
C8 -2.457 -1.542 -0.007  -0.98
C9 -1.243 -1.816 -0.888  -1.11
C10 -0.312 -0.661 -0.539  -0.10
N1 -1.216 0.440 -0.265  0.29
C11 -0.859 1.733 -0.283  0.71
O1 -1.609 2.672 -0.093  -0.63
C12 0.606 1.952 -0.496  0.45
C13 1.566 2.161 0.526  -0.47
C14 2.735 2.321 -0.161  0.46
C15 4.154 2.392 0.299  -1.02
O2 4.541 1.130 0.822  -0.44
C16 4.318 0.066 -0.037  -0.02
C17 4.953 -0.018 -1.269  -0.51
C18 4.693 -1.076 -2.120  -0.59
C19 3.795 -2.062 -1.750  -0.61
C20 3.174 -1.998 -0.517  -0.45
C21 3.434 -0.943 0.345  0.58
S1 2.571 -0.870 1.900  0.16
C22 3.968 -0.812 3.064  -0.86
O3 2.493 2.218 -1.478  -0.15
N2 1.173 1.994 -1.672  -0.64
H1 -6.298 -1.315 -2.099  0.31
H2 -4.673 -1.242 -2.935  0.28
H3 -5.501 0.213 -0.377  0.33
H4 -3.539 1.573 -1.097  0.40
H5 -2.971 0.240 -2.109  0.50
H6 -3.123 1.620 1.297  0.39
H7 -2.268 0.289 2.081  0.47
H8 -4.437 -1.111 1.814  0.29
H9 -6.221 0.256 2.750  0.30
H10 -5.247 1.771 2.423  0.30
H11 -2.258 -1.895 1.006  0.51
H12 -3.360 -2.022 -0.378  0.43
H13 -1.520 -1.770 -1.942  0.40
H14 -0.790 -2.785 -0.689  0.42
H15 0.281 -0.892 0.356  -0.23
H16 0.370 -0.415 -1.355  0.54
H17 1.404 2.180 1.582  0.49
H18 4.795 2.695 -0.538  0.38
H19 4.267 3.094 1.127  0.41
H20 5.645 0.758 -1.561  0.37
H21 5.189 -1.123 -3.078  0.40
H22 3.580 -2.882 -2.418  0.41
H23 2.473 -2.759 -0.210  0.50
H24 4.553 -1.720 2.956  0.30
H25 4.569 0.067 2.860  0.23
H26 3.533 -0.759 4.057  0.39

The calculation puts the max |F| at 1.2 eV Å⁻¹. The calculation puts the LUMO energy at 0.5 eV. As for the HOMO-LUMO gap: 9.13 eV. As for the total energy: -1587.25701 Eh. The HOMO energy comes out at -8.62 eV. Its SMILES is C=CCC1(CC=C)CCCN1C(=O)c1cc(COc2ccccc2SC)on1. For the energy above the lowest of the compared OMol25 structures with the same formula, charge and spin, the calculation gives 397.9 kJ/mol. The net charge is 0.

***

[3]
C22H26N3OV as an isolated structure, computed with ωB97M-V with the def2-TZVPD basis set.

Last column: Mulliken charge in e.
Cartesian coordinates (Å):
V1 -0.673 -0.027 0.071  0.57
C1 -1.458 -1.297 1.738  1.06
C2 -0.429 -0.520 2.310  0.49
C3 -0.761 0.835 2.141  0.87
C4 -2.006 0.913 1.450  0.85
C5 -2.444 -0.413 1.212  0.31
C6 -3.762 -0.878 0.656  -1.69
C7 -2.740 2.199 1.185  -1.87
C8 -0.022 2.006 2.714  -1.77
C9 0.761 -1.030 3.070  -1.82
C10 -1.600 -2.792 1.754  -1.71
H1 -4.284 -1.502 1.390  0.34
H2 -3.619 -1.471 -0.252  0.29
H3 -4.403 -0.033 0.409  0.34
H4 -2.981 2.714 2.120  0.32
H5 -3.672 2.017 0.652  0.36
H6 -2.130 2.872 0.573  0.31
H7 -0.558 2.409 3.581  0.39
H8 0.078 2.817 1.986  0.27
H9 0.975 1.716 3.046  0.41
H10 0.637 -0.860 4.144  0.28
H11 1.683 -0.536 2.754  0.27
H12 0.893 -2.101 2.920  0.39
H13 -2.516 -3.084 2.278  0.33
H14 -0.763 -3.271 2.262  0.42
H15 -1.657 -3.193 0.737  0.27
N1 3.946 2.546 1.180  -0.40
C11 4.437 1.287 0.775  0.30
O1 5.643 1.046 0.923  -0.69
C12 3.478 0.344 0.275  0.39
C13 3.925 -0.950 -0.182  -0.61
C14 2.994 -1.858 -0.604  -0.89
C15 1.637 -1.536 -0.588  -0.29
N2 1.205 -0.309 -0.181  0.25
C16 2.096 0.573 0.219  -0.28
H16 4.693 3.205 1.349  0.28
H17 3.190 2.930 0.636  0.24
H18 4.984 -1.153 -0.175  0.46
H19 3.293 -2.839 -0.954  0.39
H20 0.864 -2.222 -0.916  0.49
H21 1.686 1.535 0.518  0.03
N3 -1.093 0.138 -1.504  -0.50
C17 -1.592 0.153 -2.721  -0.24
C18 -0.871 -0.339 -3.842  -0.31
C19 -1.418 -0.314 -5.103  -0.52
C20 -2.704 0.169 -5.315  -0.41
C21 -3.433 0.651 -4.234  -0.53
C22 -2.896 0.656 -2.970  -0.20
H22 0.130 -0.715 -3.671  0.40
H23 -0.847 -0.684 -5.946  0.33
H24 -3.135 0.172 -6.308  0.33
H25 -4.431 1.041 -4.398  0.33
H26 -3.454 1.033 -2.123  0.36

The calculation puts the max |F| at 3.7 eV Å⁻¹. The calculation puts the LUMO energy (alpha / beta) at 2.5 / 2.5 eV. As for the HOMO-LUMO gap (alpha / beta): 3.91 / 3.99 eV. As for the total energy: -2037.42545 Eh. The HOMO energy (alpha / beta) comes out at -1.43 / -1.47 eV. The spin multiplicity is 2. Its expectation value of S² is 0.785. The net charge is -1.

***

[4]
C22H26N4O3 in the gas phase, computed with ωB97M-V with the def2-TZVPD basis set.

Last column: Mulliken charge in e.
Cartesian coordinates (Å):
C1 -5.428 -2.410 1.325  -0.81
O1 -5.560 -1.040 1.050  -0.21
C2 -5.210 -0.220 2.136  -0.44
C3 -5.394 1.239 1.723  -1.02
N1 -4.495 1.589 0.651  -0.06
C4 -4.934 1.909 -0.582  0.60
O2 -6.086 2.148 -0.857  -0.66
C5 -3.822 2.032 -1.643  -0.74
N2 -2.631 1.302 -1.330  0.09
C6 -1.439 1.826 -0.966  -0.62
C7 -0.513 0.828 -0.708  0.48
C8 0.825 1.142 -0.336  -0.30
C9 1.971 0.418 -0.371  0.35
C10 2.130 -0.873 -0.889  -0.08
N3 2.376 -1.911 -1.321  -0.60
C11 3.214 1.101 0.124  0.38
O3 3.181 2.228 0.583  -0.75
N4 4.342 0.369 0.024  -0.15
C12 5.639 0.845 0.448  -0.05
C13 6.280 -0.130 1.450  -0.92
C14 7.209 -0.993 0.601  -0.59
C15 7.804 0.019 -0.374  -0.58
C16 6.621 0.918 -0.743  -0.91
C17 -1.219 -0.416 -0.893  0.88
C18 -0.907 -1.761 -0.708  -0.32
C19 -1.880 -2.706 -0.953  -0.98
C20 -3.165 -2.347 -1.363  -0.66
C21 -3.518 -1.024 -1.519  -0.61
C22 -2.537 -0.072 -1.279  -0.05
H1 -5.767 -2.937 0.438  0.21
H2 -6.046 -2.703 2.183  0.34
H3 -4.384 -2.675 1.533  0.34
H4 -4.161 -0.403 2.427  0.35
H5 -5.847 -0.438 3.007  0.43
H6 -6.407 1.392 1.346  0.42
H7 -5.218 1.888 2.587  0.34
H8 -3.527 1.331 0.778  0.19
H9 -3.578 3.093 -1.749  0.37
H10 -4.245 1.687 -2.592  0.36
H11 -1.287 2.889 -0.942  0.45
H12 0.969 2.161 0.013  0.51
H13 4.301 -0.556 -0.378  0.23
H14 5.459 1.826 0.893  0.54
H15 5.526 -0.708 1.981  0.38
H16 6.862 0.430 2.182  0.30
H17 7.967 -1.500 1.195  0.37
H18 6.636 -1.746 0.058  0.28
H19 8.251 -0.453 -1.248  0.35
H20 8.575 0.602 0.132  0.30
H21 6.935 1.941 -0.941  0.29
H22 6.124 0.543 -1.639  0.34
H23 0.072 -2.064 -0.379  0.41
H24 -1.644 -3.752 -0.822  0.40
H25 -3.896 -3.119 -1.548  0.52
H26 -4.521 -0.740 -1.795  0.33

The calculation puts the max |F| at 1.4 eV Å⁻¹. The calculation puts the LUMO energy at -0.2 eV. As for the HOMO-LUMO gap: 8.00 eV. As for the total energy: -1298.69910 Eh. The HOMO energy comes out at -8.19 eV. Its SMILES is COCCNC(=O)Cn1cc(/C=C(\C#N)C(=O)NC2CCCC2)c2ccccc21. For the energy above the lowest of the compared OMol25 structures with the same formula, charge and spin, the calculation gives 231.3 kJ/mol. The net charge is 0.